Here is a cluster of 19 separate species, C57H114O57 in total at a distorted geometry from the Open Molecules 2025 dataset. Energies are from the ωB97M-V functional and the def2-TZVPD basis.

Element x y z (Å)
C  2.452  -8.038  -13.624
O  2.796  -8.704  -14.776
C  1.821  -9.033  -15.695
O  0.608  -8.832  -15.622
O  2.426  -9.545  -16.822
C  1.642  -9.980  -17.907
H  3.322  -7.812  -13.007
H  1.778  -8.643  -13.017
H  1.905  -7.110  -13.787
H  2.264  -10.397  -18.699
H  1.229  -9.086  -18.376
H  0.788  -10.531  -17.513
C  -6.114  -5.795  -16.781
O  -5.584  -7.030  -16.373
C  -4.248  -7.156  -16.145
O  -3.486  -6.222  -16.089
O  -3.936  -8.514  -16.173
C  -2.586  -8.910  -16.263
H  -5.999  -5.102  -15.948
H  -7.124  -5.871  -17.185
H  -5.513  -5.339  -17.567
H  -1.869  -8.271  -15.746
H  -2.273  -9.107  -17.288
H  -2.574  -9.860  -15.730
C  2.828  -18.651  -16.054
O  2.993  -17.375  -15.428
C  4.152  -17.026  -14.894
O  5.224  -17.630  -14.862
O  3.955  -15.731  -14.470
C  5.005  -15.156  -13.821
H  3.203  -18.619  -17.077
H  1.782  -18.955  -16.066
H  3.349  -19.419  -15.483
H  4.554  -14.497  -13.079
H  5.588  -14.647  -14.588
H  5.606  -15.845  -13.228
C  -0.660  -16.580  -8.668
O  -0.255  -15.236  -8.627
C  0.530  -14.824  -7.729
O  1.115  -15.493  -6.869
O  0.828  -13.527  -8.050
C  1.744  -12.804  -7.235
H  -0.914  -17.004  -7.697
H  0.134  -17.174  -9.121
H  -1.569  -16.569  -9.269
H  1.319  -12.326  -6.352
H  2.179  -11.931  -7.722
H  2.641  -13.395  -7.047
C  -7.244  -17.530  -13.210
O  -6.345  -16.489  -12.754
C  -6.529  -15.185  -13.164
O  -7.480  -14.732  -13.726
O  -5.471  -14.494  -12.790
C  -5.339  -13.113  -13.001
H  -7.694  -17.294  -14.174
H  -7.972  -17.950  -12.516
H  -6.552  -18.330  -13.475
H  -5.775  -12.836  -13.961
H  -4.277  -12.870  -13.013
H  -5.821  -12.725  -12.103
C  8.521  -4.690  -19.673
O  7.848  -5.888  -19.471
C  6.902  -5.996  -18.542
O  6.412  -5.040  -17.940
O  6.654  -7.340  -18.218
C  5.699  -7.719  -17.167
H  9.142  -4.582  -18.784
H  7.853  -3.841  -19.819
H  9.259  -4.695  -20.475
H  5.685  -8.792  -16.974
H  4.646  -7.472  -17.306
H  6.092  -7.186  -16.301
C  -0.819  -8.510  -12.807
O  -2.137  -8.869  -12.586
C  -3.055  -7.928  -12.490
O  -2.901  -6.726  -12.550
O  -4.199  -8.600  -12.415
C  -5.377  -7.974  -12.263
H  -0.156  -9.372  -12.737
H  -0.478  -7.871  -11.992
H  -0.644  -7.886  -13.684
H  -5.990  -8.867  -12.387
H  -5.564  -7.224  -13.031
H  -5.543  -7.559  -11.269
C  -5.796  -10.966  -17.476
O  -4.847  -11.480  -16.612
C  -4.404  -12.772  -16.843
O  -4.775  -13.533  -17.763
O  -3.525  -13.040  -15.803
C  -3.004  -14.299  -15.591
H  -5.962  -9.923  -17.209
H  -6.685  -11.589  -17.368
H  -5.419  -11.083  -18.492
H  -2.043  -14.326  -16.104
H  -3.609  -15.036  -16.120
H  -2.959  -14.439  -14.511
C  9.530  -10.239  -16.975
O  9.378  -9.073  -17.849
C  10.492  -8.457  -18.289
O  11.657  -8.675  -17.869
O  10.212  -7.451  -19.136
C  11.108  -6.418  -19.469
H  8.570  -10.532  -16.549
H  10.163  -10.146  -16.092
H  10.085  -11.042  -17.459
H  12.157  -6.709  -19.411
H  10.975  -5.529  -18.854
H  10.908  -6.035  -20.469
C  8.088  -15.556  -16.210
O  7.069  -14.990  -16.930
C  6.540  -13.785  -16.745
O  6.759  -13.000  -15.840
O  5.531  -13.595  -17.646
C  4.879  -12.339  -17.627
H  7.727  -16.470  -15.738
H  8.561  -14.835  -15.542
H  8.914  -15.793  -16.880
H  5.522  -11.459  -17.656
H  4.283  -12.273  -16.716
H  4.199  -12.327  -18.478
C  -3.242  -17.119  -13.228
O  -2.177  -17.693  -12.530
C  -0.929  -17.035  -12.654
O  -0.724  -16.048  -13.307
O  -0.129  -17.624  -11.831
C  1.169  -17.035  -11.747
H  -3.248  -16.101  -12.840
H  -4.236  -17.525  -13.041
H  -2.926  -17.002  -14.265
H  1.112  -15.946  -11.726
H  1.823  -17.373  -12.550
H  1.637  -17.512  -10.886
C  13.350  -12.800  -15.557
O  12.353  -12.317  -14.654
C  11.038  -12.697  -14.748
O  10.469  -13.336  -15.655
O  10.430  -12.227  -13.674
C  9.062  -11.965  -13.672
H  13.444  -13.885  -15.521
H  14.322  -12.422  -15.241
H  13.221  -12.428  -16.574
H  8.727  -11.565  -12.715
H  8.464  -12.809  -14.018
H  8.811  -11.189  -14.395
C  0.800  -18.419  -19.368
O  1.549  -17.365  -18.830
C  0.915  -16.408  -18.132
O  -0.293  -16.361  -17.877
O  1.850  -15.447  -17.828
C  1.507  -14.524  -16.763
H  0.051  -18.034  -20.060
H  0.488  -19.156  -18.629
H  1.486  -19.067  -19.913
H  2.351  -13.895  -16.482
H  1.240  -15.145  -15.908
H  0.605  -13.967  -17.014
C  -0.031  -10.040  -9.134
O  -1.337  -10.390  -8.772
C  -2.293  -9.511  -8.878
O  -2.262  -8.273  -9.037
O  -3.452  -10.260  -8.728
C  -4.702  -9.651  -8.886
H  0.567  -10.940  -8.988
H  0.319  -9.245  -8.475
H  0.018  -9.679  -10.161
H  -4.741  -8.593  -8.628
H  -5.329  -10.272  -8.245
H  -5.033  -9.850  -9.905
C  6.418  -7.885  -13.437
O  7.507  -7.377  -14.231
C  8.769  -7.890  -14.110
O  9.170  -8.761  -13.405
O  9.520  -7.168  -14.975
C  10.853  -7.107  -15.023
H  6.309  -7.584  -12.395
H  6.548  -8.967  -13.413
H  5.425  -7.538  -13.720
H  11.355  -8.008  -14.672
H  11.102  -6.271  -14.370
H  11.194  -6.954  -16.047
C  7.222  -17.644  -10.261
O  5.983  -17.138  -10.720
C  5.531  -16.025  -10.164
O  6.190  -15.252  -9.459
O  4.292  -15.848  -10.553
C  3.595  -14.621  -10.181
H  7.325  -17.480  -9.189
H  7.955  -16.925  -10.627
H  7.330  -18.682  -10.575
H  2.548  -14.636  -10.484
H  4.037  -13.709  -10.583
H  3.494  -14.528  -9.100
C  3.124  -8.665  -9.583
O  3.653  -9.965  -9.514
C  4.486  -10.413  -10.418
O  4.758  -9.856  -11.465
O  5.048  -11.511  -9.984
C  6.349  -11.879  -10.488
H  2.225  -8.717  -10.198
H  3.704  -7.925  -10.133
H  2.815  -8.274  -8.614
H  6.763  -12.385  -9.616
H  6.920  -10.981  -10.726
H  6.301  -12.500  -11.382
C  -3.352  -12.872  -9.969
O  -3.642  -14.101  -10.570
C  -4.143  -15.015  -9.765
O  -4.362  -14.912  -8.551
O  -4.379  -16.057  -10.602
C  -4.898  -17.246  -10.030
H  -2.400  -12.475  -10.322
H  -3.171  -12.893  -8.894
H  -4.098  -12.103  -10.169
H  -5.604  -17.054  -9.221
H  -4.046  -17.680  -9.507
H  -5.099  -17.988  -10.802
C  3.930  -11.528  -13.609
O  2.682  -12.046  -13.981
C  1.675  -11.895  -13.130
O  1.763  -11.340  -11.991
O  0.683  -12.619  -13.656
C  -0.513  -12.834  -12.937
H  4.685  -11.877  -14.314
H  4.256  -11.752  -12.593
H  3.908  -10.441  -13.688
H  -1.188  -12.005  -13.152
H  -0.365  -12.960  -11.864
H  -1.006  -13.782  -13.152

Summary:
relative energy (zero: lowest compared OMol25 entry of this formula, charge and spin) = 2.5432 eV
calculated total energy = -6528.82480 a.u.
orbital gap = 10.919 eV
HOMO energy = -10.46 eV
max |F| = 0.10051 Eh/bohr